A single C5H14N2O2 molecule, computed with ωB97M-V with the def2-TZVPD basis set.

Geometry as ORCA input:
```
! RIJCOSX wB97M-V def2-TZVPD def2/J DEFGRID3
* xyz 0 1
C 0.5647 0.0450 -0.2614
C -0.2006 -0.2459 -1.5564
C -0.4943 0.0698 0.9414
C 0.2462 0.2452 2.2667
C -1.5202 1.1830 0.7626
N 1.5949 -0.9280 0.0129
N -0.8935 -1.4964 -1.5099
O 1.1800 1.2923 -0.4510
O 0.7947 -0.3073 -2.6441
H 1.7779 1.4244 0.2944
H 1.2907 0.5205 -2.6166
H -0.8929 0.5733 -1.7794
H -1.0183 -0.8895 0.9567
H 1.1852 -1.8126 0.2875
H 2.1550 -1.0738 -0.8226
H -1.4933 -1.5912 -2.3213
H -0.2116 -2.2494 -1.5488
H -2.1091 1.2930 1.6714
H 0.6757 1.2435 2.3323
H -0.4414 0.1110 3.0994
H 1.0352 -0.4954 2.3726
H -2.2037 0.9589 -0.0513
H -1.0212 2.1297 0.5648
*
```

Summary:
SMILES string: CC(C)[C@](N)(O)[C@H](N)O
E_HOMO in Ha: -0.350
LUMO energy in eV: 0.852
Gap between HOMO and LUMO in eV: 10.367
Energy relative to the best compared isomer or geometry (same formula, charge and spin) in kcal per mole: 13.9